Record 1
A molecular structure, C52H45AsClIMoN5O3PS. Source: OMol25; level of theory: ωB97M-V/def2-TZVPD.

Structure (ORCA input):
```
! wB97M-V def2-TZVPD RIJCOSX def2/J DEFGRID3
* xyz 2 3
Mo 0.02860 -0.51780 -0.03274
C -1.28512 -2.22001 2.53238
C -0.86430 -0.77646 2.41653
C -1.61090 0.13851 1.63672
C -1.34352 1.51875 1.74184
C -0.34182 1.98280 2.56700
C 0.33247 1.09102 3.40146
C 0.06410 -0.25961 3.33532
H -2.07874 -2.31275 3.27626
H -0.45316 -2.83623 2.87073
H -1.65800 -2.61043 1.57983
H -2.57491 -0.16405 1.23939
H -1.97688 2.21452 1.20633
H -0.13590 3.04103 2.63389
H 1.03142 1.45416 4.13903
H 0.54663 -0.94165 4.02040
Cl 3.56392 3.06051 -4.68030
C 2.45342 2.53881 -3.48685
C 1.60821 3.45179 -2.88947
C 0.67737 3.04323 -1.93536
I -0.57749 4.40023 -0.95585
C 0.57836 1.70876 -1.57454
O -0.24439 1.22746 -0.67551
C 1.47938 0.78222 -2.14538
N 1.36632 -0.46863 -1.63270
C 2.21680 -1.37930 -2.08839
C 3.17521 -1.10547 -3.06221
C 3.29320 0.16148 -3.58548
C 2.42847 1.16599 -3.11384
H 1.68193 4.49446 -3.15808
H 2.13477 -2.37480 -1.67163
H 3.82971 -1.89732 -3.38954
H 4.04222 0.39393 -4.32490
N 7.32712 3.54844 5.21174
C 6.33647 3.04043 4.45372
C 6.38585 1.69869 4.02775
C 5.33386 1.15676 3.33546
C 4.20659 1.92980 3.05022
C 4.17702 3.28366 3.39096
C 5.22977 3.83124 4.08666
S 2.46704 1.55830 1.03108
O 3.13194 1.28773 2.52499
O 3.48394 1.46971 0.00921
N 1.66373 0.08846 1.03406
C 2.16131 -1.12934 1.15799
N 1.18705 -2.02171 0.72802
C 1.50727 -3.32054 0.78366
C 2.75468 -3.73316 1.21615
C 3.66460 -2.74699 1.59394
N 3.36842 -1.45870 1.56665
H 8.09858 2.96708 5.48858
H 7.28341 4.49579 5.54329
H 7.25399 1.10294 4.26146
H 5.32695 0.12965 3.00956
H 3.32218 3.88738 3.12813
H 5.21702 4.87126 4.37396
H 0.75475 -4.03238 0.45421
H 3.01197 -4.77721 1.25377
H 4.66803 -2.98832 1.91001
C -2.01538 -3.40648 -1.81617
C -3.16391 -3.48075 -2.81132
As -3.50011 -5.26773 -3.63756
C -1.91344 -5.29516 -4.80808
C -1.65948 -4.25779 -5.69621
C -0.54196 -4.29386 -6.51021
C 0.33135 -5.36767 -6.44650
C 0.07917 -6.41221 -5.57350
C -1.03958 -6.37500 -4.75702
C -4.81530 -4.62937 -4.94314
C -5.06525 -5.43320 -6.05409
C -5.94200 -5.01918 -7.03968
C -6.59784 -3.80400 -6.91746
C -6.38614 -3.01657 -5.79776
C -5.51319 -3.43377 -4.80951
P -1.69639 -1.61904 -1.43004
C -3.34604 -0.99995 -0.94720
C -3.60712 0.37191 -1.01078
C -4.81402 0.87727 -0.55892
C -5.76923 0.02635 -0.02397
C -5.48541 -1.32204 0.11903
C -4.27491 -1.83198 -0.31888
C -1.34609 -1.03702 -3.13982
C -2.00873 -0.00878 -3.80103
C -1.56170 0.42670 -5.03902
C -0.47374 -0.17784 -5.64699
C 0.15989 -1.23988 -5.02215
C -0.26511 -1.65431 -3.77559
H -1.09793 -3.82976 -2.24147
H -2.23260 -3.95422 -0.89384
H -2.97913 -2.78108 -3.63171
H -4.09073 -3.18324 -2.32046
H -2.34752 -3.42312 -5.76753
H -0.36532 -3.48865 -7.20835
H 1.19950 -5.39585 -7.08721
H 0.74561 -7.26079 -5.53852
H -1.24456 -7.19690 -4.08028
H -4.55943 -6.38898 -6.14247
H -6.12374 -5.64600 -7.89883
H -7.28568 -3.47862 -7.68206
H -6.90692 -2.07684 -5.68708
H -5.38593 -2.80934 -3.93558
H -2.84621 1.05434 -1.37454
H -4.99943 1.93968 -0.61101
H -6.71618 0.41746 0.31060
H -6.20200 -1.98121 0.58392
H -4.06218 -2.87930 -0.15564
H -2.89991 0.43111 -3.38159
H -2.07778 1.23709 -5.53022
H -0.13385 0.16348 -6.61070
H 0.98067 -1.75074 -5.50492
H 0.23586 -2.48746 -3.30181
*
```

Computed properties:
Frontier orbital gap (alpha / beta)   0.116 / 0.149 hartree
Energy relative to the best compared isomer or geometry (same formula, charge and spin)   2.612 eV

***

Record 2
C4H8N2O in the gas phase. Source: OMol25; level of theory: ωB97M-V/def2-TZVPD.

Structure (ORCA input):
```
! wB97M-V def2-TZVPD RIJCOSX def2/J DEFGRID3
* xyz 0 1
N 2.00100 -0.48286 -1.28639
C 1.13693 -0.73342 -0.21200
O 0.91594 -1.88701 0.10380
C 0.63531 0.51383 0.79845
N -0.71996 0.97309 0.57663
C -1.79500 -0.00565 0.52115
C -1.21701 0.58794 -0.71586
H 2.48019 -1.30786 -1.64031
H 1.83346 0.21400 -2.00053
H 0.69336 0.17903 1.84904
H 1.28999 1.38934 0.68148
H -1.56799 -1.05514 0.70047
H -2.73258 0.34819 0.95320
H -0.46100 -0.08754 -1.16592
H -1.71213 1.33353 -1.34002
*
```

Computed properties:
Frontier orbital gap   0.368 hartree
SMILES string   NC(=O)CN1CC1
Energy relative to the best compared isomer or geometry (same formula, charge and spin)   2.682 eV

***

Record 3
A molecular structure, C2HO2Pb. Source: OMol25; level of theory: ωB97M-V/def2-TZVPD.

Structure (ORCA input):
```
! wB97M-V def2-TZVPD RIJCOSX def2/J DEFGRID3
* xyz 0 2
O 2.54535 -0.42308 -0.63441
C 1.69317 -0.09696 0.14142
C -1.07250 0.12046 -0.34678
O -1.63484 0.57258 0.69310
H -1.50355 0.47271 -1.31453
Pb -0.02764 -0.64570 1.46120
*
```

Computed properties:
Frontier orbital gap (alpha / beta)   0.218 / 0.306 hartree
Energy relative to the best compared isomer or geometry (same formula, charge and spin)   0.000 eV

***

Q: The lowest energy relative to the best compared isomer or geometry (same formula, charge and spin) belongs to which entry?
A: C2HO2Pb